A structure of composition C20H38IMnO2P2, computed with ωB97M-V with the def2-TZVPD basis set.

The geometry in XYZ format:
```
64
Properties=species:S:1:pos:R:3
C -0.41 0.03 -1.88
I 2.64 -0.03 0.35
H 0.51 0.04 -2.47
H -1.01 0.92 -2.08
H -1.01 -0.86 -2.10
Mn 0.10 -0.02 -0.03
P 0.26 2.40 -0.05
C -1.26 3.22 0.53
C 1.57 3.34 0.82
H 1.56 4.39 0.47
H 0.68 4.14 -1.71
H 2.54 2.89 0.60
H 1.31 2.55 -2.24
H -1.47 2.92 1.57
H 1.40 3.31 1.90
C 0.47 3.06 -1.75
H -1.15 4.31 0.48
H -0.44 2.90 -2.35
H -2.11 2.91 -0.09
P 0.22 -2.37 -0.11
C -1.35 -3.17 0.36
C 0.54 -2.99 -1.81
H 2.46 -2.96 0.63
H 1.39 -4.40 0.52
H 1.26 -3.26 1.90
C 1.45 -3.35 0.83
H 1.40 -2.46 -2.24
H 0.75 -4.06 -1.80
H -1.19 -4.24 0.53
H -2.08 -3.03 -0.45
H -0.33 -2.80 -2.45
H -1.76 -2.72 1.27
C -1.56 0.01 0.67
O -2.65 0.06 1.12
C -2.56 2.46 4.10
C -1.36 1.51 4.15
C -0.19 2.11 4.91
C -1.70 0.13 4.71
C -2.49 -0.02 5.83
C -2.72 -1.28 6.40
C -2.19 -2.43 5.81
C -1.39 -2.34 4.69
C -0.63 -3.55 4.15
C 0.73 -3.67 4.83
C -1.42 -4.87 4.25
C -1.12 -1.04 4.06
O -0.37 -0.95 3.05
H -3.02 2.58 5.09
H -3.31 2.06 3.42
H -2.25 3.45 3.75
H -1.02 1.32 3.12
H -0.47 2.31 5.95
H 0.65 1.41 4.90
H 0.15 3.05 4.46
H -2.90 0.87 6.31
H -3.33 -1.36 7.29
H -2.38 -3.40 6.27
H -0.49 -3.34 3.08
H 0.61 -3.87 5.90
H 1.31 -4.49 4.39
H 1.28 -2.74 4.71
H -2.38 -4.76 3.74
H -0.85 -5.67 3.76
H -1.59 -5.17 5.29
```

- Spin multiplicity: 5
- Net charge: +2
- ΔE to the lowest compared entry with this formula, charge and spin: 14.6 kcal per mole
- Kohn-Sham gap (spin up / spin down): 7.030 / 2.919 eV
- <S²>: 6.133
- Strongest force on any atom: 6.610 eV Å⁻¹